# C6H13ClNOP

A single C6H13ClNOP molecule in a non-equilibrium geometry (ωB97M-V/def2-TZVPD, OMol25).

Cartesian coordinates (Å):
C (-0.116, 0.363, -1.793)
C (-1.071, 0.246, -0.576)
C (1.180, 0.796, -1.373)
C (2.546, 0.188, -1.609)
C (-1.529, -1.977, 0.435)
C (-0.338, 1.107, 2.559)
N (-0.872, -0.677, 0.473)
O (0.442, -1.542, 2.459)
P (0.344, -0.356, 1.573)
Cl (-0.065, 2.710, 1.776)
H (-0.306, -0.480, -2.483)
H (-0.535, 1.304, -2.295)
H (-0.957, 1.194, -0.169)
H (-2.025, 0.223, -1.025)
H (0.994, 1.605, -0.667)
H (3.236, 0.950, -1.293)
H (2.706, -0.073, -2.655)
H (2.754, -0.574, -0.958)
H (-2.330, -2.103, -0.299)
H (-0.916, -2.833, 0.325)
H (-2.045, -2.133, 1.430)
H (-1.397, 0.908, 2.782)
H (0.299, 1.155, 3.382)

Values from the calculation:
Molar mass, g mol⁻¹: 181.60
LUMO energy (alpha / beta), hartree: -0.041 / 0.018
Multiplicity: 1
F_max, Eh/bohr: 0.064
Total charge: 0
Relative energy (zero: lowest compared OMol25 entry of this formula, charge and spin), kJ/mol: 293.0
Electronic energy, hartree: -1167.84688